The following is a quantum chemistry calculation of a 2-piece molecular cluster, CH2N2O3S overall, from the OMol25 dataset.

```
9
Properties=species:S:1:pos:R:3:forces:R:3:mulliken_charge:R:1
C -2.752295 -1.582085 -0.013152 0.1932 5.9835 -0.5640 0.08
N -2.495955 -2.638361 0.294333 0.6341 -3.3175 0.8162 -0.37
N 0.034259 -0.110402 0.413802 0.3558 -1.1309 0.4382 -0.32
O -1.812677 1.023725 -1.476899 -1.0561 -0.3770 3.2918 -0.46
O -3.256040 1.693439 0.505628 -0.3993 0.2635 0.3659 -0.40
O -0.791691 0.833948 0.903082 -1.9181 -0.2056 -0.6807 -0.15
S -2.266820 0.885472 -0.074664 1.8038 -2.0577 -2.8514 0.97
H 0.021757 -0.001408 -0.625164 0.3889 -1.0503 1.0936 0.33
H -0.093618 -1.047724 0.949413 -0.0022 1.8919 -1.9097 0.31
```
Positions in Å, forces in eV/Å.

The value obtained for the lowest unoccupied orbital energy (spin up / spin down) is -3.2 / -3.2 eV. As for the charge: 0. The gap between HOMO and LUMO (spin up / spin down) is 7.9187 / 7.9203 eV. The total energy is -772.506561 Ha.

***

The following is a quantum chemistry calculation of C27H66Cl2GaO7 as an isolated structure, from the OMol25 dataset.

```
103
Properties=species:S:1:pos:R:3:forces:R:3:mulliken_charge:R:1
C 1.600288 0.010156 -6.902117 1.0885 0.1603 1.2501 -0.47
C 1.800070 -0.112576 -5.533980 -0.3102 -1.0867 -1.2562 -0.22
Ga 0.427653 0.122094 -4.021374 -0.0180 -2.1360 0.0065 -0.65
C 0.118897 -1.783125 -3.226387 -0.2317 0.2727 0.6113 -0.60
C -0.779268 -1.772222 -1.939784 0.2912 -0.5352 -1.6581 -0.60
O -0.648168 -0.575821 -1.182668 0.1911 -0.2540 0.4309 -0.01
C 0.503124 -0.592341 -0.374670 -0.0097 0.1619 1.2591 0.86
C 0.368605 -1.552107 0.881181 0.6852 0.0963 -1.2520 -1.14
C -1.431260 0.830108 -4.560994 -0.0038 0.5672 -0.7066 -0.54
Cl -2.702678 -0.495722 -4.767927 0.3366 0.4609 0.3528 -0.27
C -1.521254 1.785386 -5.802552 -0.7277 0.3613 0.6997 0.14
C -0.381933 2.827586 -5.887010 -0.3590 0.1269 0.1690 -1.04
Cl -1.784009 0.894644 -7.390798 0.4329 0.5114 0.4803 -0.22
H 2.266376 0.719990 -7.447178 0.4188 -1.5221 -0.2972 0.18
H 0.873621 -0.560367 -7.494692 -0.7850 1.3598 0.4958 0.28
H 2.859213 -0.325269 -5.229801 -0.6361 2.0839 -0.1330 0.10
H 1.031484 1.050593 -2.850687 0.1767 0.3773 -0.1813 -0.05
H -0.390162 -2.442363 -3.958542 0.3383 0.4003 0.2138 0.52
H 1.114037 -2.245092 -3.009996 -0.5007 0.2170 -0.1163 0.28
H -1.833095 -1.805634 -2.281084 0.5076 -0.0101 0.3913 0.18
H -0.552439 -2.693695 -1.370497 -0.3465 0.6762 0.2502 0.00
H 1.432423 -0.815297 -0.938990 -0.5369 -0.0178 -0.0180 -0.50
H 0.618682 0.429005 0.037236 -0.0145 -0.3822 -0.4668 0.04
H 1.318865 -2.126037 0.928691 -0.4886 0.3063 0.4761 0.30
H 0.206654 -0.948514 1.785423 -0.0135 -0.5869 -0.1994 0.21
H -0.427263 -2.300149 0.715419 0.2010 0.5259 0.2464 0.39
H -1.806764 1.432784 -3.704003 0.1801 -0.3882 -0.5007 0.34
H -2.459925 2.369939 -5.680808 0.4119 -0.4254 -0.4179 0.38
H -0.495014 3.507327 -5.012592 0.0720 -0.4111 -0.4131 0.26
H 0.633007 2.404305 -5.852273 -0.4859 -0.0312 -0.1639 0.15
H -0.512835 3.448102 -6.796948 0.1389 -0.3999 0.4459 0.38
C -0.136034 -5.602422 -4.222136 0.2477 0.1157 -0.0764 -1.27
C -0.514398 -5.622896 -2.749123 -0.5217 -0.1227 -0.4632 0.58
C -1.166145 -6.943492 -2.364160 0.0658 -0.1081 0.2571 -1.46
O -1.405725 -4.548978 -2.467078 0.1495 -0.2935 0.2893 -0.47
H -1.023962 -5.715333 -4.851782 -0.0198 -0.0999 0.0669 0.31
H 0.321777 -4.648182 -4.484890 0.0134 -0.0133 0.0689 0.27
H 0.565464 -6.405731 -4.461987 -0.0425 -0.0040 -0.0176 0.41
H 0.377674 -5.462797 -2.139535 -0.0946 0.1627 0.0481 0.25
H -2.087786 -7.100395 -2.932557 0.0771 0.0157 -0.1068 0.36
H -1.439790 -6.941714 -1.306997 0.0670 0.0129 -0.0162 0.35
H -0.495257 -7.785762 -2.550079 -0.0436 -0.0054 -0.0125 0.38
H -2.198903 -4.673193 -2.997681 -0.0118 0.0529 -0.0883 0.31
C -0.863440 -0.148822 6.371747 0.1869 0.1297 0.0630 -1.44
C -1.132300 -0.115005 4.875161 -0.4474 -0.5107 0.3620 0.86
C -2.621026 -0.147229 4.578124 -0.2148 -0.0982 -0.0547 -1.19
O -0.499959 -1.224432 4.240559 0.4053 0.2029 -0.1848 -0.50
H -1.256514 -1.069372 6.816304 -0.1103 0.0151 -0.0651 0.39
H 0.210424 -0.134083 6.569455 -0.0224 0.0601 -0.0289 0.37
H -1.321251 0.704014 6.876457 0.0504 -0.0206 0.0197 0.23
H -0.694095 0.785987 4.445474 0.0682 -0.1032 -0.0536 0.09
H -3.076853 -1.066719 4.964131 0.1249 0.0030 0.1760 0.47
H -2.795174 -0.131254 3.504731 0.0142 0.0887 0.0469 0.19
H -3.131120 0.706775 5.026415 -0.0058 0.0027 -0.0604 0.26
H -0.869771 -2.035849 4.599748 -0.0994 -0.0039 0.0324 0.31
C -3.155104 2.061025 0.686691 -0.1179 -0.1059 0.0416 -1.05
C -2.825127 2.910756 1.905136 0.4544 -0.0860 -0.5487 0.29
C -1.984409 4.119857 1.523568 0.0363 0.1805 0.1465 -0.98
O -2.122223 2.120044 2.863851 -0.1669 0.2669 0.2106 -0.34
H -2.242830 1.679723 0.218836 0.0090 0.0847 -0.0375 0.08
H -3.750836 1.192776 0.975043 -0.0284 0.0544 0.0021 0.31
H -3.712236 2.635015 -0.056519 0.0313 -0.0225 -0.0120 0.45
H -3.749797 3.242663 2.383570 0.0745 -0.1043 0.1778 0.24
H -1.033135 3.806449 1.083568 -0.0833 -0.0697 -0.1146 0.03
H -1.746902 4.715808 2.407807 -0.0846 0.0006 -0.0021 0.33
H -2.507340 4.754227 0.804764 0.0337 -0.0186 -0.0102 0.41
H -1.303288 1.820595 2.452695 -0.0025 0.0050 -0.1343 0.24
C -3.951666 3.310349 9.656948 -0.0427 0.2346 -0.0953 -1.45
C -3.312004 2.321958 8.693855 -0.0021 -0.1890 0.6309 0.49
C -3.749615 0.896266 8.993571 -0.0098 -0.1566 -0.1919 -1.10
O -1.890920 2.417207 8.782648 0.0090 0.1446 -0.3856 -0.55
H -3.653855 3.094996 10.687558 -0.0525 -0.1190 -0.0211 0.36
H -3.622961 4.327357 9.435819 -0.0363 -0.0376 -0.0557 0.34
H -5.041232 3.274454 9.595228 0.0232 0.0002 0.0351 0.37
H -3.583868 2.580767 7.668774 0.1977 0.0143 -0.0159 0.27
H -3.445217 0.601689 10.002625 -0.0683 0.1050 0.0407 0.35
H -3.277461 0.197355 8.301275 -0.0523 0.0532 -0.0336 0.19
H -4.833263 0.789576 8.912255 0.0248 -0.0141 0.0277 0.37
H -1.634141 2.191548 9.681511 -0.0055 -0.0344 0.0595 0.35
C 4.907047 -1.985432 -1.902007 -0.2209 -0.0607 0.1431 -1.08
C 4.790218 -1.938518 -3.417737 0.4928 0.2771 0.2644 0.74
C 6.083207 -2.381110 -4.086565 -0.0067 -0.1265 -0.2242 -1.50
O 4.465254 -0.615317 -3.830954 -0.0751 -0.2210 -0.0217 -0.51
H 5.694502 -1.309816 -1.552617 0.0792 -0.0627 -0.0754 0.33
H 3.975225 -1.657342 -1.437415 -0.0155 -0.0567 -0.0628 0.05
H 5.134963 -2.995301 -1.553091 0.0161 0.0303 0.0209 0.41
H 3.970270 -2.582140 -3.742093 -0.0877 0.1883 -0.0641 0.21
H 6.909544 -1.718901 -3.809352 -0.0269 -0.0320 0.1237 0.31
H 5.987041 -2.333773 -5.172820 -0.0594 -0.0393 0.0359 0.37
H 6.346298 -3.402849 -3.803060 0.0296 0.0282 -0.0004 0.39
H 5.178028 -0.032769 -3.551142 0.0350 0.0377 0.0389 0.26
C 3.042034 4.405953 -1.064598 -0.0090 0.2374 0.0298 -1.29
C 2.732145 3.305274 -0.060999 0.0195 -0.2763 -0.6198 0.40
C 3.758891 2.184644 -0.134489 0.1229 -0.1242 0.1599 -1.10
O 1.434972 2.779062 -0.313133 -0.0562 0.2556 0.3230 -0.26
H 3.017232 4.015792 -2.085747 0.0658 -0.0958 0.0544 0.27
H 2.292682 5.197895 -1.007347 0.0282 -0.0167 0.0634 0.31
H 4.027010 4.842834 -0.882124 -0.0056 -0.0009 -0.0293 0.41
H 2.716376 3.723354 0.948452 -0.1408 -0.0410 0.0070 0.29
H 3.756246 1.722571 -1.125944 -0.0304 0.0979 -0.0340 0.14
H 3.519098 1.398259 0.583961 -0.0033 0.0583 0.0195 0.27
H 4.765546 2.555277 0.075414 0.0015 -0.0129 -0.0092 0.46
H 1.432830 2.401090 -1.205567 -0.1332 -0.1878 -0.0573 0.38
```
Positions in Å, forces in eV/Å.

The value obtained for the lowest unoccupied orbital energy is 2.1 eV. As for the charge: -1. The gap between HOMO and LUMO is 5.5944 eV. The total energy is -4440.069565 Ha.